1.
80
Properties=species:S:1:pos:R:3:mulliken_charge:R:1 method="wB97M-V/def2-TZVPD" total_energy_ha=-3787.07014 de_lowest_kcal_mol=81.2 e_homo_ev="-3.064 / -3.074" s_squared=15.76 gap_ev="5.19 / 5.19" charge=-1 spin_multiplicity=8
C 0.176 5.741 -0.332 -1.393
C 0.808 4.681 -1.169 0.152
H 0.371 6.742 -0.722 0.445
H 0.577 5.665 0.688 0.173
H -0.913 5.608 -0.283 0.307
C 1.706 4.919 -2.133 0.367
C 2.253 6.263 -2.499 -1.570
H 2.114 4.103 -2.729 0.203
H 2.875 6.634 -1.673 0.285
H 1.501 7.041 -2.725 0.339
H 2.889 6.124 -3.386 0.372
Eu -0.387 -1.948 1.162 0.545
Cl -3.014 -1.337 0.356 -0.636
Cl 0.607 -0.696 3.600 -0.536
C -0.718 -2.341 -1.883 0.606
O 0.070 -2.729 -0.978 -0.733
N -0.477 -2.550 -3.173 0.368
C 0.810 -3.123 -3.564 -0.906
C -1.469 -2.310 -4.217 -0.896
H -1.651 -1.806 -1.628 0.075
H 1.317 -3.432 -2.644 0.248
H 1.407 -2.372 -4.103 0.230
H 0.638 -3.981 -4.227 0.345
H -2.400 -1.944 -3.759 0.262
H -1.670 -3.238 -4.770 0.327
H -1.101 -1.573 -4.942 0.267
H 2.176 1.803 1.849 -0.095
H 3.820 2.300 -0.450 0.360
C 2.917 0.994 1.887 -0.553
C 4.208 1.308 -0.183 -1.130
N 3.210 0.538 0.543 0.477
H 2.526 0.167 2.475 0.232
C 2.659 -0.570 0.019 0.207
O 2.043 -1.434 0.682 -0.592
H 4.482 0.760 -1.091 0.327
H 2.805 -0.644 -1.069 0.205
H 3.841 1.378 2.320 0.300
H 5.090 1.454 0.451 0.340
O 0.777 2.960 0.410 -0.622
C 0.351 3.271 -0.810 0.002
C 1.610 1.529 -2.262 0.869
C 0.462 2.255 -1.992 -0.241
H 2.414 1.544 -1.532 0.399
C 1.742 0.781 -3.444 -0.908
H -0.741 3.368 -0.616 0.002
C -0.621 2.119 -2.861 -0.476
H 2.674 0.244 -3.654 0.433
C 0.681 0.717 -4.357 -0.669
C -0.525 1.354 -4.031 -0.744
H -1.553 2.633 -2.608 0.349
H 0.757 0.170 -5.307 0.503
H -1.396 1.266 -4.688 0.379
Si -0.670 1.225 3.059 1.293
Cl -0.426 0.567 0.713 0.048
C 0.451 2.107 4.314 -1.318
C -2.173 0.148 3.520 -1.171
C -1.470 2.842 2.432 -1.362
H 1.481 2.147 3.932 0.293
H 0.441 1.594 5.285 0.373
H 0.083 3.133 4.458 0.342
H -0.652 3.481 2.056 0.205
H -1.965 3.372 3.261 0.513
H -2.184 2.654 1.617 0.241
H -2.880 0.068 2.681 0.227
H -2.703 0.542 4.395 0.410
H -1.898 -0.886 3.784 0.272
C -3.624 -7.747 2.675 -1.367
C -2.977 -6.396 2.669 1.138
C -3.403 -5.421 1.776 -0.928
C -2.706 -4.218 1.700 0.128
N -1.611 -3.931 2.444 -0.121
C -1.270 -4.835 3.396 -0.541
C -1.892 -6.085 3.484 -0.590
H -4.682 -7.678 2.409 0.359
H -3.153 -8.421 1.949 0.264
H -3.548 -8.223 3.656 0.374
H -4.248 -5.612 1.115 0.339
H -3.048 -3.427 1.010 0.215
H -0.478 -4.562 4.098 0.413
H -1.519 -6.844 4.163 0.352

2.
73
Properties=species:S:1:pos:R:3:mulliken_charge:R:1 method="wB97M-V/def2-TZVPD" total_energy_ha=-3777.63233 e_homo_ev=-9.433 gap_ev=9.36 charge=0
O -14.972 -10.889 5.445 -0.540
S -15.076 -10.788 6.858 1.118
O -14.137 -11.422 7.705 -0.527
O -15.248 -9.264 7.326 -0.334
C -16.610 -8.854 7.371 -0.310
C -17.485 -10.132 7.156 -0.089
O -16.569 -11.205 7.290 -0.287
H -16.834 -8.339 8.302 0.281
H -16.772 -8.176 6.534 0.280
H -17.797 -10.133 6.109 0.301
H -18.327 -10.221 7.834 0.135
O -20.150 -6.164 15.012 -0.530
S -19.603 -5.752 13.747 1.019
O -18.298 -5.172 13.694 -0.547
O -19.669 -7.001 12.702 -0.284
C -20.845 -6.938 11.861 0.203
C -21.614 -5.707 12.293 -0.078
O -20.672 -4.865 12.975 -0.362
H -20.569 -7.061 10.816 0.310
H -21.374 -7.856 12.129 -0.207
H -22.446 -5.885 12.974 0.106
H -21.999 -5.059 11.508 0.305
O -25.987 -6.162 14.524 -0.592
S -25.300 -7.100 13.696 1.212
O -24.997 -6.816 12.332 -0.524
O -23.933 -7.595 14.447 -0.218
C -24.193 -8.594 15.417 -0.408
C -25.684 -8.987 15.208 -0.482
O -25.962 -8.579 13.878 -0.261
H -23.549 -9.463 15.274 0.319
H -23.991 -8.200 16.411 0.338
H -26.294 -8.386 15.883 0.338
H -25.826 -10.056 15.305 0.381
O -22.130 -12.322 10.258 -0.499
S -21.552 -11.051 10.537 0.894
O -20.195 -10.800 10.158 -0.381
O -22.447 -9.836 10.034 -0.362
C -23.589 -9.605 10.893 -0.015
C -23.124 -10.185 12.265 0.206
O -21.803 -10.644 12.087 -0.360
H -23.802 -8.547 10.772 0.165
H -24.421 -10.165 10.471 0.236
H -23.781 -11.002 12.575 0.305
H -23.074 -9.488 13.098 -0.285
C -24.781 -15.903 10.381 -0.487
C -23.516 -15.327 10.448 -0.107
C -22.432 -16.114 10.097 -0.030
N -22.519 -17.403 9.780 -0.532
C -23.714 -17.973 9.851 -0.243
C -24.881 -17.265 10.132 -0.316
H -25.614 -15.213 10.443 0.405
H -23.455 -14.266 10.633 0.446
H -21.431 -15.699 10.119 0.189
H -23.837 -19.042 9.711 0.336
H -25.843 -17.755 10.201 0.360
C -17.402 -12.254 10.143 -0.578
C -18.102 -13.375 10.893 0.563
N -18.696 -14.306 10.093 -0.365
O -18.175 -13.469 12.104 -0.657
H -18.028 -11.955 9.306 -0.077
H -16.400 -12.543 9.838 0.398
H -17.378 -11.364 10.771 0.273
H -18.817 -14.189 9.106 0.227
H -19.300 -14.904 10.636 0.220
C -29.182 -10.765 10.626 -1.087
C -27.822 -10.502 10.028 0.693
N -27.639 -10.888 8.751 -0.360
O -26.920 -9.971 10.663 -0.542
H -29.330 -10.063 11.439 0.254
H -29.227 -11.783 11.018 0.275
H -29.982 -10.695 9.889 0.385
H -26.795 -10.679 8.247 0.217
H -28.364 -11.347 8.229 0.174

3.
12
Properties=species:S:1:pos:R:3:mulliken_charge:R:1 method="wB97M-V/def2-TZVPD" total_energy_ha=-323.38637 de_lowest_kcal_mol=83.7 e_homo_ev=-9.839 gap_ev=10.17 charge=0
C -0.800 -1.563 0.231 -0.546
C 0.339 -1.199 -0.352 -0.313
C 1.579 -1.126 0.370 0.259
N 2.571 -1.063 0.962 -0.395
H -0.850 -1.787 1.291 0.272
H -1.731 -1.584 -0.324 0.295
H 0.381 -0.914 -1.397 0.371
C 0.785 2.090 -0.324 -0.338
C -0.348 1.697 -0.249 0.152
O -1.565 1.204 -0.188 -0.484
H 1.779 2.473 -0.369 0.386
H -2.140 1.772 0.348 0.340

4.
9
Properties=species:S:1:pos:R:3:mulliken_charge:R:1 method="wB97M-V/def2-TZVPD" total_energy_ha=-544.13692 e_homo_ev=-17.661 gap_ev=11.12 charge=+1
C 1.739 -1.601 -1.068 -0.091
C -0.041 0.723 1.184 0.483
C -1.224 0.738 0.142 0.923
N 1.085 -0.896 -0.434 -0.300
O 0.638 0.921 2.068 0.013
F -0.811 1.505 -0.819 -0.156
F -1.518 -0.433 -0.339 -0.110
F -2.221 1.356 0.794 -0.150
H 2.354 -2.313 -1.529 0.388

5.
74
Properties=species:S:1:pos:R:3:mulliken_charge:R:1 method="wB97M-V/def2-TZVPD" total_energy_ha=-2429.85339 de_lowest_kcal_mol=6.4 e_homo_ev=-6.980 gap_ev=6.59 charge=0
Cd -0.387 -0.201 0.246 2.529
O 3.548 -1.332 -2.212 -0.514
C 2.507 -0.857 -1.506 -0.460
O 2.066 -1.432 -0.555 -0.342
C 2.013 0.450 -2.025 0.497
C 2.590 1.026 -3.151 -0.890
C 2.142 2.265 -3.565 -0.856
C 1.109 2.870 -2.872 -1.202
C 0.573 2.212 -1.770 0.924
N 1.033 1.043 -1.341 0.923
C -0.526 2.816 -0.932 0.122
O -1.265 3.776 -1.514 -0.514
O -0.695 2.540 0.220 -0.513
H 3.796 -2.189 -1.839 0.396
H 3.382 0.508 -3.668 0.594
H 2.590 2.755 -4.418 0.440
H 0.763 3.850 -3.171 0.461
H -1.142 3.777 -2.469 0.336
N -4.259 1.421 -2.002 -0.434
C -3.142 1.030 -1.339 0.635
O -2.064 1.005 -1.924 -0.564
C -3.342 0.696 0.121 -0.796
C -2.543 -0.549 0.534 -1.398
H -4.203 1.611 -2.988 0.236
H -5.162 1.407 -1.566 0.186
H -4.419 0.579 0.308 0.481
H -2.990 1.557 0.698 0.182
H -2.876 -1.384 -0.090 0.546
H -2.779 -0.787 1.573 0.513
N -0.477 -5.480 1.457 -0.401
C -0.357 -4.210 0.977 0.537
N -0.071 -3.250 1.869 -0.097
N -0.528 -4.067 -0.310 -0.791
C -0.444 -2.965 -1.000 0.603
N -0.410 -2.081 -1.756 -0.623
H -0.564 -5.633 2.444 0.190
H -0.874 -6.168 0.844 0.262
H 0.066 -3.513 2.828 0.287
H 0.277 -2.311 1.621 -0.060
N 0.754 -0.683 2.046 -0.512
P 1.697 0.299 2.752 0.178
C 1.025 1.069 4.289 0.317
C 1.739 1.943 5.104 0.046
C 1.154 2.473 6.243 -0.836
C -0.153 2.139 6.574 -0.475
C -0.870 1.271 5.765 -0.656
C -0.279 0.732 4.630 -0.552
C 3.254 -0.448 3.408 0.499
C 4.395 0.259 3.779 -0.142
C 5.472 -0.406 4.346 -0.840
C 5.431 -1.781 4.530 -0.496
C 4.314 -2.497 4.123 -0.664
C 3.231 -1.829 3.572 -0.475
C 2.419 1.779 1.917 0.538
C 3.484 1.579 1.039 -0.449
C 4.053 2.644 0.360 -0.933
C 3.546 3.925 0.537 -0.551
C 2.473 4.130 1.392 -0.697
C 1.913 3.063 2.080 -0.623
H 2.751 2.224 4.842 0.261
H 1.714 3.154 6.871 0.402
H -0.607 2.561 7.462 0.380
H -1.892 1.024 6.022 0.419
H -0.818 0.051 3.980 0.313
H 4.456 1.327 3.612 0.311
H 6.346 0.153 4.656 0.407
H 6.266 -2.291 4.993 0.387
H 4.289 -3.572 4.249 0.425
H 2.344 -2.356 3.242 0.176
H 3.880 0.577 0.917 0.664
H 4.894 2.482 -0.303 0.463
H 3.987 4.760 0.007 0.401
H 2.074 5.128 1.529 0.423
H 1.081 3.230 2.751 0.462

6.
18
Properties=species:S:1:pos:R:3:mulliken_charge:R:1 method="wB97M-V/def2-TZVPD" total_energy_ha=-326.92198 de_lowest_kcal_mol=131.4 e_homo_ev=-7.060 gap_ev=8.04 charge=0
C -1.692 0.512 2.319 -0.711
O -1.580 0.653 0.923 -0.345
C -0.262 0.632 0.506 0.694
C 0.576 -0.657 0.227 -1.042
N 0.927 -0.029 -0.954 0.433
C 1.898 -0.400 -1.959 -0.899
C 0.064 0.978 -0.911 -0.754
H -2.757 0.523 2.563 0.239
H -1.196 1.348 2.838 0.319
H -1.250 -0.432 2.669 0.294
H 0.371 1.264 1.155 0.333
H 1.381 -1.051 0.851 0.177
H -1.200 -1.289 -0.927 -0.081
H 1.514 -1.237 -2.545 0.326
H 2.828 -0.703 -1.471 0.291
H 2.091 0.452 -2.611 0.328
H -1.588 -0.861 -1.416 0.047
H -0.312 1.603 -1.707 0.350

7.
12
Properties=species:S:1:pos:R:3:mulliken_charge:R:1 method="wB97M-V/def2-TZVPD" total_energy_ha=-248.44146 de_lowest_kcal_mol=53.4 e_homo_ev=-9.894 gap_ev=10.78 charge=0
C 1.298 -1.452 -0.516 -0.749
C 1.729 -1.278 0.911 0.114
O 2.695 -1.878 1.386 -0.482
H 1.407 -0.479 -1.028 0.224
H 0.205 -1.779 -0.475 0.247
H 1.896 -2.276 -0.977 0.281
H 1.170 -0.587 1.530 0.363
C -1.891 1.821 -0.514 -0.158
N -2.343 1.638 0.679 -0.455
H -1.136 1.062 -0.815 0.151
H -2.036 2.766 -1.086 0.227
H -2.992 2.441 0.905 0.238

8.
36
Properties=species:S:1:pos:R:3:mulliken_charge:R:1 method="wB97M-V/def2-TZVPD" total_energy_ha=-1640.98350 e_homo_ev=-8.244 gap_ev=8.87 charge=0
C 0.457 0.771 2.361 -1.596
C 0.336 -0.550 1.679 1.101
C 0.096 -1.704 2.301 -1.449
C -0.072 -2.996 1.548 1.876
C 0.549 -4.164 2.315 -1.806
C -1.561 -3.259 1.274 -1.490
N 0.644 -2.853 0.285 -0.203
C 0.766 -1.701 -0.390 0.090
S 1.313 -1.653 -1.956 -0.470
N 0.515 -0.548 0.293 0.498
N 0.604 0.648 -0.407 -0.945
C -0.543 1.377 -0.634 0.254
O -1.570 1.183 -0.028 -0.584
C -0.320 2.479 -1.614 0.374
C 0.844 3.242 -1.558 -0.255
C 1.050 4.282 -2.445 -0.802
C 0.095 4.566 -3.409 -0.366
C -1.063 3.815 -3.483 -0.565
C -1.274 2.779 -2.585 0.425
Cl -2.713 1.842 -2.712 -0.204
H -0.395 1.399 2.104 0.288
H 0.474 0.631 3.437 0.432
H 1.366 1.282 2.048 0.322
H -0.017 -1.735 3.370 0.311
H 0.441 -5.089 1.753 0.432
H 0.053 -4.285 3.274 0.383
H 1.607 -3.980 2.489 0.452
H -1.687 -4.173 0.698 0.363
H -2.100 -3.358 2.212 0.364
H -1.988 -2.429 0.716 0.363
H 0.829 -3.691 -0.246 0.346
H 1.287 0.578 -1.163 0.395
H 1.579 3.026 -0.798 0.469
H 1.954 4.868 -2.387 0.384
H 0.253 5.374 -4.107 0.377
H -1.810 4.025 -4.233 0.434

9.
82
Properties=species:S:1:pos:R:3:mulliken_charge:R:1 method="wB97M-V/def2-TZVPD" total_energy_ha=-2063.83279 de_lowest_kcal_mol=112.3 e_homo_ev=-4.469 gap_ev=6.82 charge=-1
C 4.772 0.693 -1.416 -0.994
C 4.314 0.714 -2.955 0.282
N 5.281 0.854 -3.855 -0.818
C 2.775 0.539 -3.354 -0.557
C 1.886 1.865 -3.168 1.751
C 2.345 3.205 -3.959 -0.474
C 1.561 4.489 -3.604 -0.394
C 2.014 5.802 -4.336 -0.360
C 3.205 5.678 -5.348 -0.431
C 3.810 4.269 -5.528 -0.289
N 3.414 3.055 -4.890 -0.157
O 1.793 2.117 -1.731 -0.636
B 0.430 2.241 -1.151 1.224
O -0.436 2.399 -2.370 -0.865
C 0.266 1.699 -3.440 -0.051
C -0.361 0.218 -3.306 -0.649
C -0.685 -0.498 -4.694 0.530
O -0.474 -0.032 -5.833 -0.514
Cl -1.452 -2.189 -4.558 -0.256
H 5.849 1.067 -1.359 0.335
H 4.797 -0.421 -1.110 0.244
H 4.051 1.292 -0.759 0.225
H 4.857 0.824 -4.808 0.312
H 2.663 0.138 -4.433 0.256
H 2.351 -0.268 -2.641 0.197
H 0.720 4.582 -2.847 0.290
H 1.470 6.771 -4.096 0.319
H 3.543 6.630 -5.870 0.281
H 4.695 4.192 -6.263 0.264
H 0.245 3.308 -0.611 -0.366
H 0.053 1.396 -0.398 -0.470
H 0.072 2.109 -4.505 0.478
H 0.240 -0.493 -2.644 0.174
H -1.379 0.355 -2.772 0.063
C -5.189 0.120 -1.987 -1.325
C -4.261 -1.064 -2.210 0.609
C -4.893 -2.361 -1.731 -1.401
O -3.039 -0.845 -1.511 -0.179
H -5.410 0.248 -0.922 0.262
H -4.717 1.047 -2.325 0.318
H -6.132 -0.009 -2.526 0.409
H -4.017 -1.144 -3.273 0.251
H -5.104 -2.320 -0.658 0.274
H -4.210 -3.201 -1.888 0.322
H -5.826 -2.566 -2.263 0.414
H -3.244 -0.772 -0.567 0.127
C -0.482 -3.171 0.697 -1.451
C -0.586 -1.705 1.086 1.279
C 0.484 -1.323 2.096 -1.262
O -1.876 -1.454 1.644 -0.410
H -0.621 -3.818 1.569 0.353
H -1.264 -3.434 -0.021 0.316
H 0.491 -3.393 0.250 0.383
H -0.489 -1.080 0.194 -0.486
H 0.379 -1.906 3.017 0.209
H 0.390 -0.270 2.375 0.311
H 1.486 -1.489 1.691 0.423
H -1.971 -2.003 2.435 0.305
C -4.224 0.083 3.750 -1.071
C -3.201 0.636 4.731 0.369
C -3.144 2.154 4.674 -1.286
O -1.916 0.102 4.426 -0.441
H -3.964 0.354 2.722 0.173
H -4.246 -1.009 3.793 0.256
H -5.226 0.463 3.969 0.439
H -3.454 0.315 5.746 0.293
H -2.847 2.497 3.678 0.309
H -2.397 2.536 5.375 0.312
H -4.113 2.596 4.921 0.394
H -1.682 0.380 3.528 0.260
C 1.651 -2.823 6.207 -1.176
C 2.386 -3.772 5.272 0.395
C 3.688 -4.259 5.890 -1.325
O 2.664 -3.105 4.044 -0.484
H 2.256 -1.935 6.416 0.315
H 0.724 -2.472 5.746 0.248
H 1.408 -3.311 7.154 0.391
H 1.746 -4.628 5.040 0.259
H 4.363 -3.420 6.089 0.352
H 4.211 -4.930 5.203 0.313
H 3.506 -4.790 6.828 0.375
H 3.229 -2.346 4.237 0.338

10.
17
Properties=species:S:1:pos:R:3:mulliken_charge:R:1 method="wB97M-V/def2-TZVPD" total_energy_ha=-305.55661 de_lowest_kcal_mol=9.5 e_homo_ev="-5.057 / -8.740" s_squared=0.75 gap_ev="5.91 / 9.59" charge=0 spin_multiplicity=2
C 0.232 0.591 -1.965 -0.956
C 1.644 0.380 -1.373 -0.385
N 1.559 0.468 0.102 -0.340
C 1.759 -0.363 1.155 -0.263
N 1.118 -0.100 2.361 -0.525
H 0.275 1.202 -2.865 0.329
H -0.298 -0.347 -2.109 0.265
H -0.288 1.117 -1.160 0.277
H 2.047 -0.613 -1.601 0.301
H 2.237 1.238 -1.675 0.284
H 1.309 1.422 0.352 0.250
H 2.464 -1.180 1.099 0.372
H 1.682 -0.479 3.100 0.231
H 0.130 -0.236 2.555 0.162
H -5.204 0.009 -0.471 0.317
H -5.185 -1.364 -0.791 0.317
O -4.943 -0.812 -0.028 -0.634

11.
12
Properties=species:S:1:pos:R:3:mulliken_charge:R:1 method="wB97M-V/def2-TZVPD" total_energy_ha=-281.71479 de_lowest_kcal_mol=84.7 e_homo_ev=-9.387 gap_ev=10.53 charge=0
N -2.087 -0.139 0.019 -0.627
C -0.659 -0.505 -0.118 -0.307
N 0.134 0.692 0.071 -0.255
N 1.428 0.463 -0.517 -0.315
O 2.315 -0.295 0.352 -0.445
H -2.292 0.216 0.947 0.216
H -2.342 0.568 -0.661 0.253
H -0.501 -0.859 -1.139 0.364
H -0.451 -1.295 0.615 0.291
H 0.189 0.948 1.060 0.237
H 1.883 1.374 -0.573 0.251
H 2.383 -1.168 -0.055 0.338

12.
20
Properties=species:S:1:pos:R:3:mulliken_charge:R:1 method="wB97M-V/def2-TZVPD" total_energy_ha=-633.78064 de_lowest_kcal_mol=86.7 e_homo_ev=-9.360 gap_ev=10.16 charge=0
C 0.263 2.566 -1.684 -0.356
N -0.864 2.028 -2.475 -0.288
N -1.087 0.880 -2.367 -0.001
O -0.251 0.063 -1.549 -0.192
Si -0.500 -0.567 -0.045 0.554
C -2.018 -1.636 0.269 -0.998
C -0.357 0.901 1.211 -1.365
C 1.142 -1.441 0.123 -0.974
H 0.349 3.524 -1.971 0.405
H -0.103 2.438 -0.710 0.000
H 1.243 1.962 -1.726 0.203
H -1.634 -2.702 -0.121 0.268
H -2.095 -1.808 1.312 0.355
H -3.003 -1.507 -0.314 0.301
H -1.141 1.661 1.479 0.335
H -0.033 0.302 2.051 0.345
H 0.428 1.460 0.986 0.511
H 1.195 -1.853 1.143 0.325
H 1.354 -2.272 -0.552 0.349
H 1.843 -0.590 0.040 0.222